Record 1
Formula: CH4OS
Source: OMol25
Level of theory: ωB97M-V/def2-TZVPD

Positions of all 7 atoms, in Å:
C 1.05 0.23 -0.04
O -0.37 -0.89 -0.23
S -1.73 -0.12 -0.35
H 0.51 0.84 0.73
H 1.11 0.47 -1.17
H 1.75 -0.60 0.17
H -2.31 0.07 0.88

Results
- HOMO energy (eV) = -8.450
- HOMO-LUMO gap (eV) = 8.904
- E_tot (eV) = -13981.635
- energy relative to the best compared isomer or geometry (same formula, charge and spin) (kJ/mol) = 207.8

Here are the natural (NBO) charges for atoms 1 to 6, given in e:
1 C -0.26
2 O -0.77
3 S 0.31
4 H 0.23
5 H 0.22
6 H 0.21

***

Record 2
Formula: CH4OS2
Source: OMol25
Level of theory: ωB97M-V/def2-TZVPD

Positions of all 8 atoms, in Å:
S -0.69 -0.78 0.97
S -1.37 0.18 -0.79
H -1.75 -0.50 1.73
H -2.58 -0.42 -1.02
O 2.49 0.06 -0.38
C 2.01 1.11 -0.09
H 2.41 2.02 -0.56
H 1.19 1.24 0.62

Results
- HOMO energy (eV) = -9.234
- structure (SMILES) = C=O.SS
- HOMO-LUMO gap (eV) = 9.319
- E_tot (eV) = -24818.606
- energy relative to the best compared isomer or geometry (same formula, charge and spin) (kJ/mol) = 64.6

Here are the natural (NBO) charges for atoms 1 to 6, given in e:
1 S -0.11
2 S -0.15
3 H 0.13
4 H 0.14
5 O -0.49
6 C 0.27

***

Record 3
Formula: CH4P2S
Source: OMol25
Level of theory: ωB97M-V/def2-TZVPD

Positions of all 8 atoms, in Å:
C -0.63 0.88 0.15
P 1.38 0.58 0.05
P -1.04 -0.75 0.04
S 3.12 -0.59 0.06
H 1.95 1.65 0.95
H 1.45 1.31 -1.15
H -2.28 -0.78 0.31
H -0.32 -1.67 0.74

Results
- HOMO energy (eV) = -8.484
- HOMO-LUMO gap (eV) = 6.918
- E_tot (eV) = -30509.082
- energy relative to the best compared isomer or geometry (same formula, charge and spin) (kJ/mol) = 534.0

Here are the natural (NBO) charges for atoms 1 to 6, given in e:
1 C -0.50
2 P 0.51
3 P 0.49
4 S -0.54
5 H 0.03
6 H 0.00

***

Record 4
Formula: CH4P2S
Source: OMol25
Level of theory: ωB97M-V/def2-TZVPD

Positions of all 8 atoms, in Å:
C -0.22 0.28 -0.25
P 0.58 -2.42 -2.36
P 0.82 -1.28 -0.42
S 2.18 -0.85 -1.85
H -0.40 0.36 -1.32
H 0.64 1.05 -0.01
H -0.96 0.45 0.41
H 1.48 -1.42 0.94

Results
- HOMO energy (eV) = -7.141
- HOMO-LUMO gap (eV) = 6.872
- E_tot (eV) = -30512.516
- energy relative to the best compared isomer or geometry (same formula, charge and spin) (kJ/mol) = 202.6

Here are the natural (NBO) charges for atoms 1 to 6, given in e:
1 C -0.89
2 P -0.09
3 P 0.58
4 S -0.36
5 H 0.26
6 H 0.23